<w>
This record from OMol25 describes a cluster of 2 separate species, C9H14 in total. The level of theory is ωB97M-V with the def2-TZVPD basis set.

Results
LUMO energy = 1.01 eV
Net charge = 0
Orbital gap = 9.89 eV
SMILES = Cc1ccccc1.CC
HOMO = -8.88 eV

Geometry as XYZ:
```
23
Properties=species:S:1:pos:R:3:nbo_charge:R:1
C 1.38641 -1.64490 1.37429 -0.641
C 1.85444 0.58934 -2.27913 -0.240
C 2.97979 0.04384 -1.63531 -0.195
C 0.58940 0.28151 -1.79281 -0.194
C 2.75487 -0.71832 -0.46600 -0.222
C 0.38970 -0.50483 -0.66153 -0.227
C 1.49963 -0.92790 0.08263 -0.009
H 1.87303 1.50569 -2.86078 0.215
H 3.95604 0.00494 -2.06434 0.212
H -0.24978 0.78832 -2.21377 0.207
H 3.67186 -1.17910 -0.13291 0.206
H -0.51792 -0.88676 -0.20291 0.216
H 2.13047 -1.19919 2.06851 0.224
H 1.89257 -2.60115 1.25584 0.224
H 0.41347 -1.71551 1.85940 0.224
C -2.99347 1.63975 1.38667 -0.627
C -3.03382 0.34341 0.60308 -0.619
H -4.02546 2.05272 1.37524 0.204
H -2.63957 1.53383 2.39769 0.216
H -2.64942 2.48138 0.67905 0.210
H -3.91218 0.30056 -0.03258 0.204
H -3.23568 -0.49396 1.30154 0.205
H -2.13437 0.30632 -0.04184 0.208
```

<x>
This record from OMol25 describes a cluster of 2 separate species, C9H14 in total. The level of theory is ωB97M-V with the def2-TZVPD basis set.

Results
LUMO energy = 1.03 eV
Net charge = 0
Orbital gap = 10.13 eV
SMILES = Cc1ccccc1.CC
HOMO = -9.10 eV

Geometry as XYZ:
```
23
Properties=species:S:1:pos:R:3:nbo_charge:R:1
C -0.92690 -3.33756 -1.03183 -0.613
C -0.83165 -2.61225 0.32172 -0.613
H 0.02809 -3.80134 -1.27863 0.202
H -1.70352 -4.09496 -1.07814 0.204
H -1.05423 -2.64527 -1.86119 0.205
H -1.16254 -1.58247 0.23380 0.210
H 0.20350 -2.65390 0.64142 0.202
H -1.44148 -3.11717 1.06520 0.203
C -1.43256 2.60255 0.76409 -0.633
C 1.47053 0.16929 0.73688 -0.188
C 2.22837 0.63779 -0.33369 -0.229
C 0.29772 0.82371 1.09146 -0.227
C -0.14595 1.92351 0.37631 -0.010
C 1.79924 1.75508 -1.02561 -0.202
C 0.59503 2.35973 -0.70940 -0.220
H 1.74608 -0.73453 1.26377 0.209
H 3.18018 0.16744 -0.55696 0.212
H -0.24969 0.37718 1.91528 0.212
H 2.44137 2.10048 -1.83457 0.212
H -2.30305 2.18221 0.25313 0.221
H -1.40756 3.67777 0.52997 0.215
H 0.26169 3.19152 -1.31940 0.211
H -1.59266 2.61119 1.83640 0.218
```

<y>
This record from OMol25 describes a cluster of 2 separate species, C9H14 in total. The level of theory is ωB97M-V with the def2-TZVPD basis set.

Results
LUMO energy = 1.01 eV
Net charge = 0
Orbital gap = 10.08 eV
SMILES = Cc1ccccc1.CC
HOMO = -9.07 eV

Geometry as XYZ:
```
23
Properties=species:S:1:pos:R:3:nbo_charge:R:1
C -0.59068 1.59181 2.00139 -0.631
C 1.68911 -1.81121 0.67356 -0.224
C 1.77296 -1.38362 1.99481 -0.203
C 0.80465 -1.18099 -0.17901 -0.203
C 1.01019 -0.30956 2.41884 -0.216
C 0.00298 -0.13111 0.27217 -0.218
C 0.08635 0.31524 1.58473 -0.006
H 2.40292 -2.54367 0.31771 0.213
H 2.36131 -1.92551 2.72464 0.213
H 0.86373 -1.34684 -1.24840 0.208
H 1.13237 0.10331 3.41508 0.206
H -0.46003 0.42708 -0.53480 0.208
H -1.03599 2.11660 1.16787 0.215
H 0.11781 2.26684 2.47866 0.218
H -1.43408 1.39996 2.67153 0.220
C -1.52768 0.32970 -3.82011 -0.610
C -2.08924 1.65002 -3.36382 -0.612
H -2.24029 -0.49600 -3.70281 0.202
H -1.33219 0.25543 -4.87055 0.207
H -0.62332 0.02883 -3.29151 0.201
H -1.35402 2.45254 -3.51991 0.200
H -2.23184 1.73502 -2.28744 0.204
H -2.95159 1.99052 -3.91891 0.209
```

<z>
This record from OMol25 describes a cluster of 2 separate species, C9H14 in total. The level of theory is ωB97M-V with the def2-TZVPD basis set.

Results
LUMO energy = 0.98 eV
Net charge = 0
Orbital gap = 9.89 eV
SMILES = Cc1ccccc1.CC
HOMO = -8.91 eV

Geometry as XYZ:
```
23
Properties=species:S:1:pos:R:3:nbo_charge:R:1
C -3.52966 0.54267 1.42650 -0.622
C -3.14526 0.54083 -0.05270 -0.624
H -4.01978 1.50211 1.71151 0.202
H -4.17903 -0.22397 1.87191 0.209
H -2.60776 0.59972 2.01759 0.203
H -3.34243 -0.41129 -0.54563 0.197
H -2.04575 0.75194 -0.07511 0.231
H -3.76835 1.25597 -0.59749 0.207
C 2.31822 -1.61309 1.40818 -0.643
C 1.69908 1.10120 -1.21017 -0.209
C 2.29490 0.29071 -0.27230 -0.225
C 0.36537 0.95849 -1.53626 -0.235
C 1.58613 -0.72970 0.39300 0.017
C -0.34561 -0.11602 -0.96611 -0.211
C 0.26839 -0.94959 -0.00593 -0.232
H 2.24764 2.02945 -1.42434 0.217
H 3.32027 0.29212 0.00887 0.206
H -0.27284 1.60172 -2.11882 0.220
H -1.28354 -0.55151 -1.27581 0.223
H 3.29103 -1.98794 1.08038 0.224
H 1.65658 -2.43688 1.78881 0.217
H -0.23744 -1.83968 0.29532 0.205
H 2.39365 -0.92108 2.26526 0.224
```

Which of them is most stable, and which least? Most stable: <x>; least stable: <w>.

<w>
This record from OMol25 describes a cluster of 2 separate species, C9H14 in total. The level of theory is ωB97M-V with the def2-TZVPD basis set.

Results
LUMO energy = 1.04 eV
Net charge = 0
Orbital gap = 10.08 eV
SMILES = Cc1ccccc1.CC
HOMO = -9.04 eV

Geometry as XYZ:
```
23
Properties=species:S:1:pos:R:3:nbo_charge:R:1
C -1.21635 -1.47617 -1.58573 -0.631
C -1.03524 1.33371 0.95768 -0.205
C -1.54614 2.39530 0.22455 -0.226
C -0.82695 0.10555 0.35100 -0.222
C -1.30402 -0.12919 -0.93538 -0.006
C -2.00465 2.17687 -1.07009 -0.200
C -1.89817 0.91193 -1.63111 -0.219
H -0.82726 1.49607 2.00655 0.214
H -1.70556 3.36389 0.67830 0.213
H -0.24007 -0.70645 0.77921 0.213
H -2.33298 2.98266 -1.71860 0.212
H -0.46859 -2.13570 -1.14253 0.214
H -0.99898 -1.38432 -2.64880 0.217
H -2.28068 0.74689 -2.62716 0.206
H -2.15817 -2.01086 -1.49601 0.221
C 2.74644 -1.53413 0.77928 -0.614
C 2.44299 -0.37398 1.72918 -0.623
H 2.77623 -2.49024 1.30457 0.202
H 1.98610 -1.64971 -0.00031 0.199
H 3.71617 -1.49154 0.28219 0.208
H 1.90227 -0.67995 2.61796 0.208
H 1.90506 0.40232 1.17400 0.212
H 3.36855 0.14705 1.97126 0.209
```

<x>
This record from OMol25 describes a cluster of 2 separate species, C9H14 in total. The level of theory is ωB97M-V with the def2-TZVPD basis set.

Results
LUMO energy = 1.01 eV
Net charge = 0
Orbital gap = 10.04 eV
SMILES = Cc1ccccc1.CC
HOMO = -9.03 eV

Geometry as XYZ:
```
23
Properties=species:S:1:pos:R:3:nbo_charge:R:1
C -1.47298 -2.25595 1.24908 -0.616
C -1.79592 -1.33242 2.43968 -0.621
H -0.48258 -2.25219 0.79265 0.208
H -1.71631 -3.28888 1.46789 0.204
H -2.16109 -1.98273 0.44948 0.198
H -2.75882 -0.85491 2.22840 0.201
H -1.09443 -0.52388 2.54557 0.217
H -2.08001 -1.93220 3.30269 0.210
C 0.78302 -1.13425 -1.64802 -0.641
C 1.04138 2.98817 -0.49375 -0.220
C 2.19659 2.20550 -0.52409 -0.205
C -0.18635 2.36273 -0.59716 -0.207
C 2.10493 0.86173 -0.80091 -0.214
C -0.27595 1.00065 -0.86817 -0.216
C 0.86712 0.24634 -1.07154 -0.012
H 1.14806 4.04893 -0.31082 0.213
H 3.14751 2.62034 -0.25505 0.212
H -1.06994 2.95866 -0.39192 0.212
H 2.95058 0.19468 -0.90611 0.207
H -1.25240 0.57472 -1.06537 0.208
H 1.06932 -1.06875 -2.69517 0.222
H -0.26788 -1.43392 -1.57653 0.215
H 1.30615 -2.00235 -1.27084 0.224
```

<y>
This record from OMol25 describes a cluster of 2 separate species, C9H14 in total. The level of theory is ωB97M-V with the def2-TZVPD basis set.

Results
LUMO energy = 1.02 eV
Net charge = 0
Orbital gap = 10.08 eV
SMILES = Cc1ccccc1.CC
HOMO = -9.06 eV

Geometry as XYZ:
```
23
Properties=species:S:1:pos:R:3:nbo_charge:R:1
C 1.65636 -1.89617 0.27776 -0.631
C -0.24101 0.53705 -2.01553 -0.220
C 0.02401 -0.44242 -1.06000 -0.198
C 0.83585 1.22410 -2.53784 -0.208
C 1.29720 -0.86099 -0.73941 -0.034
C 2.14515 0.97333 -2.11431 -0.217
C 2.33758 -0.01584 -1.17507 -0.196
H -1.22972 0.75576 -2.38856 0.217
H -0.85491 -0.92149 -0.62560 0.206
H 0.68132 2.00889 -3.24261 0.205
H 2.89995 1.66440 -2.42649 0.214
H 1.92983 -2.83485 -0.20740 0.221
H 0.93988 -2.13709 1.06410 0.220
H 3.34603 -0.17358 -0.80084 0.204
H 2.56133 -1.63333 0.82499 0.217
C -1.80625 0.66500 2.73891 -0.620
C -2.78298 0.34572 1.58203 -0.621
H -2.25302 1.44356 3.34653 0.210
H -1.53121 -0.27753 3.20792 0.208
H -0.84637 1.01856 2.35279 0.206
H -2.31894 0.57141 0.63552 0.211
H -3.01030 -0.72803 1.49540 0.198
H -3.77977 0.71352 1.80772 0.210
```

Which of them is most stable, and which least? Most stable: <w>; least stable: <y>.

<w>
This record from OMol25 describes a cluster of 2 separate species, C9H14 in total. The level of theory is ωB97M-V with the def2-TZVPD basis set.

Results
LUMO energy = 1.06 eV
Net charge = 0
Orbital gap = 10.04 eV
SMILES = Cc1ccccc1.CC
HOMO = -8.98 eV

Geometry as XYZ:
```
23
Properties=species:S:1:pos:R:3:nbo_charge:R:1
C 2.20711 -0.41820 -0.08564 -0.616
C 2.80326 -1.53410 0.82623 -0.623
H 3.01990 0.12064 -0.57375 0.203
H 1.53212 -0.81323 -0.83943 0.212
H 1.71313 0.35492 0.50880 0.204
H 2.34644 -2.50029 0.65993 0.210
H 2.86677 -1.16965 1.84781 0.206
H 3.87097 -1.59139 0.58433 0.203
C -1.12628 -0.25297 1.85494 -0.635
C -1.16698 2.04334 -1.12686 -0.200
C -1.15447 1.62011 0.20186 -0.228
C -1.36890 1.15998 -2.17101 -0.226
C -1.44265 0.29116 0.49588 0.004
C -1.68770 -0.16085 -1.86848 -0.205
C -1.79545 -0.56389 -0.55555 -0.222
H -1.19728 3.11196 -1.30403 0.210
H -0.99654 2.35052 0.98112 0.211
H -1.22393 1.49934 -3.18433 0.215
H -1.92413 -0.86226 -2.65608 0.213
H -1.17829 0.53538 2.60633 0.213
H -0.11555 -0.64927 1.82483 0.225
H -2.21695 -1.52796 -0.27898 0.210
H -1.76458 -1.04328 2.25208 0.217
```

<x>
This record from OMol25 describes a cluster of 2 separate species, C9H14 in total. The level of theory is ωB97M-V with the def2-TZVPD basis set.

Results
LUMO energy = 0.96 eV
Net charge = 0
Orbital gap = 10.02 eV
SMILES = Cc1ccccc1.CC
HOMO = -9.06 eV

Geometry as XYZ:
```
23
Properties=species:S:1:pos:R:3:nbo_charge:R:1
C 3.20767 -1.04770 -1.14669 -0.615
C 1.70402 -1.34951 -1.05833 -0.620
H 3.80341 -1.63624 -0.49553 0.196
H 3.77734 -1.29443 -2.14248 0.201
H 3.54613 -0.02932 -0.83801 0.206
H 1.37846 -0.83370 -1.96932 0.212
H 1.20362 -0.93835 -0.17903 0.215
H 1.51227 -2.45828 -1.12715 0.205
C -1.26103 -0.35503 2.62862 -0.630
C -2.08725 -0.25994 0.14696 -0.211
C -1.42874 0.31085 1.27746 -0.028
C -2.10820 0.41124 -1.07168 -0.194
C -0.70652 1.46980 1.05380 -0.192
C -1.38979 1.61172 -1.25082 -0.216
C -0.62228 2.06280 -0.24815 -0.215
H -2.48589 -1.20223 0.12520 0.204
H -2.71560 0.01708 -1.82574 0.203
H -0.12975 -0.26593 3.13448 0.202
H -1.02874 -1.34700 2.45117 0.230
H -0.20294 1.93841 1.84332 0.205
H -1.72006 2.17437 -2.10320 0.211
H -0.28082 3.00995 -0.48215 0.209
H -1.96533 0.01144 3.27728 0.225
```

<y>
This record from OMol25 describes a cluster of 2 separate species, C9H14 in total. The level of theory is ωB97M-V with the def2-TZVPD basis set.

Results
LUMO energy = 0.98 eV
Net charge = 0
Orbital gap = 9.97 eV
SMILES = Cc1ccccc1.CC
HOMO = -8.98 eV

Geometry as XYZ:
```
23
Properties=species:S:1:pos:R:3:nbo_charge:R:1
C -0.68093 -0.59459 2.26194 -0.607
C -2.15963 -0.93069 2.58136 -0.617
H -0.18321 -0.23512 3.13149 0.191
H -0.17129 -1.49407 2.04561 0.197
H -0.40444 0.15475 1.58505 0.215
H -2.56625 -1.55493 3.33557 0.219
H -2.60051 0.15154 2.59327 0.202
H -2.37952 -1.48379 1.56245 0.200
C 1.53831 1.96656 0.03562 -0.635
C 1.83713 -0.24708 -1.40766 -0.229
C 1.23723 0.95790 -1.02139 -0.035
C 1.14972 -1.19613 -2.15284 -0.185
C -0.13956 1.09418 -1.25541 -0.186
C -0.23149 -1.08006 -2.41204 -0.239
C -0.88970 0.06903 -2.07067 -0.193
H 2.81649 -0.62594 -1.16262 0.217
H 1.63073 -2.15980 -2.56451 0.211
H 1.60586 1.57698 0.96945 0.221
H 1.01326 2.90243 -0.03746 0.222
H -0.63432 1.96113 -0.92028 0.202
H -0.53391 -1.99118 -2.88665 0.217
H -1.83764 0.33224 -2.29704 0.204
H 2.58368 2.42665 0.08675 0.208
```

Which of them is most stable, and which least? Most stable: <w>; least stable: <y>.